Molecular formula: C5H15NO
Method: DFT, ωB97M-V/def2-TZVPD

Output
Multiplicity: 1
Gap between HOMO and LUMO in eV: 8.74
ΔE to the lowest compared entry with this formula, charge and spin in eV: 3.197
Calculated total energy in eV: -8963.162

Geometry as XYZ:
```
22
C5H15NO, DFT ωB97M-V/def2-TZVPD
C -0.629 -1.344 0.355
C 0.418 -0.474 -0.438
C 0.457 1.049 -0.242
N -0.912 1.557 -0.551
C -1.422 0.912 -1.726
C -1.336 2.867 -0.234
H -1.482 -0.788 0.154
H -0.238 -1.630 1.385
H -0.703 -2.326 -0.085
H 1.544 -0.744 -0.181
H 0.110 -0.820 -1.519
H 0.785 1.392 0.760
H 1.068 1.512 -1.024
H -2.300 1.676 -1.869
H -0.830 0.988 -2.648
H -2.155 0.063 -1.516
H -2.412 2.963 -0.369
H -0.737 3.743 -0.738
H -1.159 2.873 0.849
O 4.073 -4.834 3.022
H 4.622 -4.048 3.286
H 3.238 -4.586 3.329
```

---

Molecular formula: C5H15NO
Method: DFT, ωB97M-V/def2-TZVPD

Output
Multiplicity: 1
Gap between HOMO and LUMO in eV: 9.35
ΔE to the lowest compared entry with this formula, charge and spin in eV: 3.212
Calculated total energy in eV: -8963.146

Geometry as XYZ:
```
22
C5H15NO, DFT ωB97M-V/def2-TZVPD
C -0.156 1.075 3.163
N 0.612 1.108 1.975
C 0.251 0.091 0.986
C 0.982 -0.250 -0.343
C 0.621 -1.662 -0.756
C 0.785 0.936 -1.269
H -1.179 1.671 3.047
H 0.329 1.689 4.063
H -0.411 0.010 3.644
H 0.435 2.051 1.544
H -0.913 0.258 1.002
H 0.578 -0.785 1.485
H 2.074 -0.353 0.121
H 1.167 -2.073 -1.611
H -0.568 -1.741 -0.814
H 0.763 -2.402 0.139
H 0.807 1.798 -0.519
H -0.213 1.096 -1.783
H 1.745 1.225 -1.840
O -2.704 -1.609 -4.109
H -3.206 -0.828 -4.013
H -1.799 -1.303 -4.112
```

---

Molecular formula: C5H15NO
Method: DFT, ωB97M-V/def2-TZVPD

Output
Multiplicity: 1
Gap between HOMO and LUMO in eV: 8.83
ΔE to the lowest compared entry with this formula, charge and spin in eV: 1.146
Calculated total energy in eV: -8965.213

Geometry as XYZ:
```
22
C5H15NO, DFT ωB97M-V/def2-TZVPD
C 1.503 -0.677 -2.027
C 0.121 -0.880 -1.406
C 0.151 -0.780 0.114
N 0.710 0.530 0.526
C -0.079 1.679 0.130
C 1.019 0.587 1.946
H 1.701 0.393 -2.017
H 2.301 -1.171 -1.476
H 1.504 -0.957 -3.075
H -0.309 -1.784 -1.705
H -0.566 -0.100 -1.728
H 0.832 -1.506 0.561
H -0.813 -0.832 0.620
H 0.391 2.576 0.536
H -1.108 1.649 0.496
H -0.097 1.762 -0.955
H 1.580 -0.304 2.212
H 1.706 1.429 2.073
H 0.181 0.815 2.619
O -3.339 -1.117 0.725
H -3.599 -0.882 1.616
H -3.790 -0.431 0.214
```

---

Molecular formula: C5H15NO
Method: DFT, ωB97M-V/def2-TZVPD

Output
Multiplicity: 2
Net charge: +1
⟨S²⟩: 0.75
Gap between HOMO and LUMO (alpha / beta) in eV: 10.73 / 6.44
ΔE to the lowest compared entry with this formula, charge and spin in eV: 0.443
Calculated total energy in eV: -8957.444

Geometry as XYZ:
```
22
C5H15NO, DFT ωB97M-V/def2-TZVPD
C -0.162 1.393 1.372
C -0.398 -0.112 1.662
N 0.059 -0.985 0.612
C 1.456 -1.403 0.672
C 2.053 -1.446 -0.734
C -0.846 -1.812 -0.111
H 0.884 1.536 1.109
H -0.773 1.691 0.539
H -0.334 1.906 2.307
H -1.462 -0.211 1.796
H 0.086 -0.409 2.593
H 1.501 -2.377 1.167
H 2.020 -0.674 1.251
H 1.530 -2.089 -1.435
H 3.098 -1.732 -0.630
H 2.114 -0.449 -1.168
H -0.949 -1.441 -1.129
H -1.868 -1.772 0.282
H -0.676 -2.865 -0.078
H -1.987 3.851 -3.183
H -3.047 4.819 -3.158
O -2.301 4.581 -3.737
```

---

Molecular formula: C5H15NO
Method: DFT, ωB97M-V/def2-TZVPD

Output
Multiplicity: 2
Net charge: +1
⟨S²⟩: 0.75
Gap between HOMO and LUMO (alpha / beta) in eV: 11.59 / 6.45
ΔE to the lowest compared entry with this formula, charge and spin in eV: 1.338
Calculated total energy in eV: -8956.549

Geometry as XYZ:
```
22
C5H15NO, DFT ωB97M-V/def2-TZVPD
C 1.761 2.637 -0.010
C 0.846 1.500 0.542
C -0.178 0.994 -0.466
C 0.379 -0.174 -1.310
C 0.298 -1.452 -0.485
N -1.054 -1.981 -0.341
H 2.028 2.545 -1.082
H 2.640 2.751 0.625
H 1.167 3.562 0.023
H 1.467 0.669 0.887
H 0.373 1.990 1.392
H -0.743 1.842 -0.861
H -1.081 0.580 0.040
H 1.336 -0.073 -1.808
H -0.290 -0.288 -2.196
H 0.655 -1.258 0.526
H 0.835 -2.366 -0.842
H -1.572 -1.727 0.534
H -1.504 -1.829 -1.248
H -2.542 -3.287 1.599
H -2.107 -2.249 2.608
O -2.714 -2.388 1.875
```

---

Molecular formula: C5H15NO2
Method: DFT, ωB97M-V/def2-TZVPD

Output
Multiplicity: 2
Net charge: -1
⟨S²⟩: 0.75
Gap between HOMO and LUMO (alpha / beta) in eV: 2.35 / 8.52
ΔE to the lowest compared entry with this formula, charge and spin in eV: 2.801
Calculated total energy in eV: -11009.682

Geometry as XYZ:
```
23
C5H15NO2, DFT ωB97M-V/def2-TZVPD
C -1.284 1.070 -1.097
N -0.814 -0.238 -0.447
C 1.914 1.580 0.639
C 1.469 0.091 0.919
C 0.639 -0.406 -0.377
C 0.571 -1.978 -0.392
O 1.954 -2.291 -0.314
H -2.427 1.108 -1.320
H -0.925 1.021 -2.161
H -0.932 2.027 -0.695
H -1.291 -0.496 0.322
H 1.090 2.002 0.124
H 2.055 2.189 1.566
H 2.810 1.465 -0.035
H 2.525 -0.382 0.758
H 1.046 -0.187 1.795
H 1.138 0.129 -1.297
H 0.165 -2.367 -1.321
H -0.043 -2.418 0.528
H 1.980 -3.203 -0.573
H -3.862 1.006 0.598
H -3.647 0.096 1.825
O -4.130 0.185 0.957
```